[1]
Molecular formula: C2H12N2O3
Method: DFT, wB97M-V/def2-TZVPD

Geometry as XYZ:
```
19
Properties=species:S:1:pos:R:3:nbo_charge:R:1
H 1.541 -2.907 -0.563 0.35
N 0.958 -2.094 -0.726 -0.77
C 1.403 -1.022 -0.222 0.28
N 0.762 0.154 -0.386 -0.61
C 1.196 1.374 0.283 -0.42
H 2.291 -0.942 0.405 0.15
H 0.021 0.334 -1.031 0.41
H 0.343 1.719 0.880 0.20
H 2.042 1.274 0.950 0.20
H 1.380 2.205 -0.400 0.20
O -2.175 2.764 -0.465 -0.94
H -3.069 3.054 -0.699 0.47
H -2.139 3.065 0.453 0.47
O -0.095 -0.011 3.125 -0.93
H 0.547 -0.299 2.459 0.46
H -0.905 -0.094 2.606 0.47
O -1.720 -2.677 -2.375 -0.95
H -1.228 -3.454 -2.673 0.46
H -1.153 -2.441 -1.622 0.49
```

gap between HOMO and LUMO = 9.594 eV
SMILES = [H]/N=C/NC.O.O.O
LUMO level = 0.47 eV


[2]
Molecular formula: C2H12N2O3
Method: DFT, wB97M-V/def2-TZVPD

Geometry as XYZ:
```
19
Properties=species:S:1:pos:R:3:nbo_charge:R:1
N -1.122 1.647 1.468 -0.82
C -1.010 0.641 0.505 -0.07
C -1.350 -0.639 0.653 -0.14
N -1.098 -1.652 -0.326 -0.85
H -0.368 2.313 1.447 0.38
H -1.356 1.348 2.401 0.37
H -0.487 0.914 -0.399 0.20
H -1.635 -1.025 1.627 0.18
H -1.031 -1.207 -1.239 0.38
H -1.857 -2.325 -0.413 0.37
O -0.911 0.356 -2.808 -0.95
H -0.566 1.092 -3.330 0.48
H -1.864 0.530 -2.873 0.48
O 1.930 -1.478 0.390 -0.95
H 1.110 -1.511 0.901 0.49
H 1.567 -1.339 -0.495 0.47
O 3.217 1.030 1.097 -0.97
H 2.705 0.371 0.599 0.49
H 4.126 0.934 0.796 0.46
```

gap between HOMO and LUMO = 7.873 eV
SMILES = N/C=C/N.O.O.O
LUMO level = 0.45 eV


[3]
Molecular formula: C2H12N4O6Y
Method: DFT, wB97M-V/def2-TZVPD

Geometry as XYZ:
```
25
Properties=species:S:1:pos:R:3:nbo_charge:R:1
Y -1.461 -0.896 -0.196 2.10
O -1.403 0.151 1.790 -1.23
H -0.660 0.697 2.047 0.41
O -3.598 -0.435 -0.627 -1.25
H -4.474 -0.085 -0.586 0.44
O -1.984 -2.888 0.665 -1.24
H -1.515 -3.596 1.091 0.43
O -0.685 -1.296 -2.210 -1.25
H -0.996 -2.105 -2.617 0.44
C 1.955 -1.485 0.544 0.80
O 0.794 -1.234 0.226 -0.65
N 2.601 -2.593 0.086 -0.84
N 2.610 -0.747 1.481 -0.83
H 2.036 -3.162 -0.524 0.43
H 3.535 -2.816 0.349 0.38
H 3.591 -0.944 1.562 0.37
H 2.260 0.120 1.837 0.42
C -0.554 2.478 -0.680 0.80
O -1.110 1.396 -0.807 -0.63
N 0.815 2.578 -0.806 -0.86
N -1.215 3.614 -0.410 -0.83
H 1.228 3.447 -0.539 0.38
H 1.258 1.702 -1.023 0.43
H -2.218 3.577 -0.347 0.42
H -0.809 4.521 -0.304 0.38
```

charge = -1
gap between HOMO and LUMO = 6.273 eV
LUMO level = 2.49 eV


[4]
Molecular formula: C2H12NO3
Method: DFT, wB97M-V/def2-TZVPD

Geometry as XYZ:
```
18
Properties=species:S:1:pos:R:3:nbo_charge:R:1
C -1.089 1.649 -1.927 -0.47
C 0.401 0.228 -0.937 0.17
N 0.047 1.418 -1.095 -0.38
H -1.656 2.600 -1.697 0.26
H -1.934 0.970 -1.691 0.25
H -0.832 1.573 -2.969 0.24
H -0.196 -0.576 -1.428 0.25
H 1.272 0.057 -0.402 0.23
H 0.643 2.200 -0.808 0.45
H -0.560 2.314 2.637 0.49
H 0.350 1.008 2.444 0.49
O -0.321 1.574 2.017 -0.99
H -0.366 -3.035 0.213 0.50
H 0.495 -3.053 -1.186 0.50
O 0.210 -2.516 -0.421 -0.99
H 1.444 -2.552 1.758 0.48
H 0.718 -2.060 3.049 0.47
O 1.374 -1.798 2.443 -0.95
```

charge = +1
gap between HOMO and LUMO = 10.058 eV
LUMO level = -4.49 eV


[5]
Molecular formula: C2H12NO3S
Method: DFT, wB97M-V/def2-TZVPD

Geometry as XYZ:
```
19
Properties=species:S:1:pos:R:3:lowdin_spin:R:1
C -1.200 0.291 2.014 0.00
C -1.542 -0.858 1.027 0.11
S -0.804 -0.758 -0.591 0.83
N -0.269 1.315 1.607 0.01
H -0.712 -0.186 2.834 0.00
H -2.090 0.747 2.416 0.00
H -2.613 -0.791 0.846 0.03
H -1.286 -1.802 1.487 0.02
H -0.004 1.302 0.629 0.00
H 0.619 1.354 2.087 0.00
H 0.930 -0.327 -2.420 0.00
H 0.187 -0.193 -3.730 0.00
O 1.066 -0.114 -3.352 0.00
H 4.416 -3.404 -5.119 0.00
H 3.086 -2.853 -4.908 0.00
O 3.522 -3.713 -4.915 0.00
H -1.570 3.247 3.953 0.00
H -0.949 3.164 2.635 0.00
O -0.787 3.579 3.497 0.00
```

spin multiplicity = 2
gap between HOMO and LUMO (alpha / beta) = 10.271 / 7.069 eV
LUMO level (alpha / beta) = 0.56 / -2.58 eV


[6]
Molecular formula: C2H12O3S2
Method: DFT, wB97M-V/def2-TZVPD

Geometry as XYZ:
```
19
Properties=species:S:1:pos:R:3:nbo_charge:R:1
C -0.254 1.936 -0.146 -0.62
C -0.447 0.810 -1.153 -0.65
S -2.087 0.180 -1.099 0.24
S 1.787 0.272 1.851 -0.34
H 0.781 2.266 -0.082 0.23
H -0.658 1.560 0.792 0.22
H -0.835 2.823 -0.411 0.21
H 0.295 0.008 -0.889 0.34
H -0.169 1.100 -2.173 0.28
H 2.327 -0.810 2.449 0.13
H -0.503 -0.337 2.034 0.48
H -1.547 -1.195 1.180 0.46
O -1.140 -1.076 2.045 -0.93
H 3.448 0.239 -1.241 0.48
H 2.249 0.472 -0.266 0.47
O 2.524 0.455 -1.199 -0.98
H -0.787 -3.294 -1.682 0.48
H -1.336 -1.872 -1.466 0.46
O -0.655 -2.488 -1.195 -0.94
```

gap between HOMO and LUMO = 3.360 eV
LUMO level = -5.24 eV


[7]
Molecular formula: C2H12O3S2
Method: DFT, wB97M-V/def2-TZVPD

Geometry as XYZ:
```
19
Properties=species:S:1:pos:R:3:nbo_charge:R:1
C 1.797 0.001 -0.115 -0.74
S 1.390 0.802 1.487 0.07
S -0.456 -0.025 1.969 0.06
C -0.253 -1.815 1.843 -0.76
H 0.842 -0.349 -0.507 0.23
H 2.505 -0.813 0.023 0.22
H 2.170 0.805 -0.734 0.24
H -0.779 -2.244 1.014 0.23
H -0.594 -2.219 2.787 0.23
H 0.814 -2.040 1.865 0.23
O 1.838 0.522 -4.336 -0.93
H 1.454 0.590 -5.218 0.47
H 1.757 -0.425 -4.172 0.46
O -3.259 -2.300 -2.086 -0.94
H -3.787 -1.886 -2.777 0.47
H -2.630 -2.842 -2.576 0.47
O -1.431 2.428 -0.537 -0.95
H -1.308 2.872 0.307 0.47
H -1.668 1.519 -0.319 0.47
```

gap between HOMO and LUMO = 8.608 eV
SMILES = CSSC.O.O.O
LUMO level = 0.35 eV


[8]
Molecular formula: C2H12O4
Method: DFT, wB97M-V/def2-TZVPD

Geometry as XYZ:
```
18
Properties=species:S:1:pos:R:3:lowdin_spin:R:1
C -1.144 0.568 0.611 0.16
O -0.429 -0.555 0.246 0.63
C -2.484 0.680 -0.088 0.06
H -0.526 1.433 0.263 0.10
H -1.209 0.569 1.709 0.02
H 0.145 -0.824 1.045 0.00
H -2.358 1.014 -1.115 0.00
H -3.064 1.468 0.375 0.01
H -3.048 -0.235 0.058 0.01
H 0.004 0.070 -1.639 0.00
H -0.392 -0.040 -3.129 0.00
O -0.228 0.591 -2.417 0.01
H 2.699 0.228 -0.849 0.00
H 3.005 -1.190 -0.351 0.00
O 3.297 -0.274 -0.285 0.00
H 1.895 -1.828 2.304 0.00
H 2.304 -0.584 1.464 0.00
O 1.532 -1.091 1.798 0.00
```

charge = +1
spin multiplicity = 2
gap between HOMO and LUMO (alpha / beta) = 12.212 / 5.892 eV
LUMO level (alpha / beta) = -3.35 / -9.66 eV


[9]
Molecular formula: C2H12O5
Method: DFT, wB97M-V/def2-TZVPD

Geometry as XYZ:
```
19
Properties=species:S:1:pos:R:3:nbo_charge:R:1
C 0.515 2.889 -0.684 -0.53
C 0.736 2.078 0.339 0.15
O 1.563 1.002 0.292 -0.73
H -0.361 3.515 -0.644 0.21
H 1.040 2.763 -1.622 0.20
H 0.158 2.159 1.254 0.16
H 1.315 0.396 1.014 0.51
O 0.556 -1.228 1.498 -0.99
H -0.386 -1.024 1.674 0.52
H 0.718 -1.991 2.066 0.48
O -2.017 -0.339 1.133 -1.00
H -2.755 0.253 0.963 0.49
H -1.959 -0.868 0.314 0.51
O -1.747 -1.673 -1.343 -1.00
H -1.910 -2.383 -1.971 0.48
H -0.766 -1.667 -1.284 0.50
O 0.948 -1.415 -1.323 -0.96
H 1.374 -1.621 -0.480 0.49
H 1.103 -0.461 -1.372 0.50
```

gap between HOMO and LUMO = 9.321 eV
SMILES = C=CO.O.O.O.O
LUMO level = 0.45 eV


[10]
Molecular formula: C2H12O5
Method: DFT, wB97M-V/def2-TZVPD

Geometry as XYZ:
```
19
Properties=species:S:1:pos:R:3:nbo_charge:R:1
C -3.668 -0.348 0.116 -0.54
C -2.592 -0.382 -0.662 0.16
O -1.461 0.312 -0.415 -0.73
H -4.613 -0.725 -0.240 0.21
H -3.685 0.366 0.935 0.19
H -2.629 -0.905 -1.616 0.16
H -0.762 0.104 -1.075 0.53
O 0.693 -0.253 -1.972 -1.00
H 1.705 -0.250 -1.946 0.51
H 0.631 -0.938 -2.653 0.47
O 3.205 -0.351 -1.164 -0.98
H 3.819 0.365 -1.358 0.48
H 2.847 -0.170 -0.267 0.52
O 2.437 -0.065 1.410 -1.00
H 1.768 0.578 1.718 0.51
H 2.553 -0.772 2.041 0.49
O 0.195 0.879 2.429 -0.96
H -0.538 0.859 1.792 0.51
H 0.093 1.695 2.928 0.48
```

gap between HOMO and LUMO = 9.338 eV
SMILES = C=CO.O.O.O.O
LUMO level = 0.67 eV


[11]
Molecular formula: C2H12Si4
Method: DFT, wB97M-V/def2-TZVPD

Geometry as XYZ:
```
18
Properties=species:S:1:pos:R:3:nbo_charge:R:1
C -1.108 0.425 -1.728 -1.08
C -2.018 1.012 1.144 -1.07
Si 3.225 -0.838 -0.442 0.30
Si -1.008 -1.974 0.705 0.35
Si 1.695 0.736 0.262 0.16
Si -0.600 0.212 0.136 0.74
H -1.150 1.607 -1.910 0.24
H -0.356 -0.024 -2.500 0.25
H -2.165 0.194 -1.852 0.24
H -2.982 0.836 0.731 0.25
H -1.990 1.009 2.227 0.25
H -1.873 2.158 0.932 0.23
H 3.295 -2.340 -0.082 -0.14
H 4.756 -0.720 -0.631 -0.13
H -1.004 -2.596 2.040 -0.15
H -0.565 -2.912 -0.138 -0.20
H 1.789 1.304 1.600 -0.12
H 2.059 1.909 -0.492 -0.12
```

gap between HOMO and LUMO (alpha / beta) = 6.852 / 6.150 eV
LUMO level (alpha / beta) = -0.84 / -1.08 eV


[12]
Molecular formula: C2H13BN3Sn
Method: DFT, wB97M-V/def2-TZVPD

Geometry as XYZ:
```
20
Properties=species:S:1:pos:R:3:nbo_charge:R:1
C 1.480 1.417 -0.568 -1.13
Sn 0.530 -0.642 -0.779 0.75
N -1.597 -1.599 -0.935 -1.16
N -0.192 0.110 -2.818 -1.13
H -2.309 -0.893 -0.700 0.37
H 2.298 -0.174 -0.393 -0.33
H 1.998 1.693 0.345 0.21
H 0.583 2.036 -0.641 0.15
H 2.087 1.575 -1.453 0.18
H -1.175 0.385 -2.856 0.37
H -0.017 -0.596 -3.533 0.37
H 0.389 0.928 -3.039 0.40
H -1.821 -2.088 -1.787 0.37
H -1.543 -2.278 -0.152 0.40
B -0.106 -0.040 3.732 -0.61
C -0.225 0.021 2.215 0.43
N -0.338 0.135 1.036 -0.68
H 0.997 -0.538 3.984 0.02
H -1.032 -0.588 4.313 0.00
H -0.007 1.136 4.030 0.02
```

charge = -1
gap between HOMO and LUMO = 4.127 eV
LUMO level = 3.12 eV